one.
Computed, not measured: a 3-piece molecular cluster, C12H30O6 overall, with ωB97M-V/def2-TZVPD.

The HOMO-LUMO gap comes out at 9.92 eV. The LUMO energy comes out at 0.60 eV.

```
! RIJCOSX wB97M-V def2-TZVPD def2/J DEFGRID3
* xyz 0 1
C 1.99 -4.87 1.52
O 1.01 -4.15 2.20
C 0.99 -2.79 2.05
C -0.44 -2.32 2.52
O -1.60 -2.71 1.79
C -1.39 -2.91 0.39
H 2.96 -4.45 1.80
H 1.99 -4.66 0.45
H 1.99 -5.95 1.67
H 1.30 -2.60 1.02
H 1.65 -2.40 2.83
H -0.34 -1.26 2.26
H -0.63 -2.45 3.59
H -1.27 -2.03 -0.23
H -2.37 -3.28 0.06
H -0.58 -3.59 0.12
C -6.71 0.53 0.93
O -5.77 1.37 0.25
C -5.96 2.75 0.39
C -4.80 3.65 -0.03
O -4.71 3.63 -1.44
C -3.93 2.49 -1.85
H -6.21 -0.44 1.07
H -7.65 0.42 0.39
H -6.97 0.87 1.93
H -6.29 2.88 1.42
H -6.88 3.11 -0.08
H -3.90 3.36 0.51
H -4.96 4.71 0.18
H -2.88 2.74 -1.71
H -4.15 2.48 -2.92
H -4.17 1.51 -1.43
C 3.14 2.56 -0.40
O 3.93 1.37 -0.30
C 5.17 1.53 -0.85
C 6.02 0.26 -0.84
O 5.60 -0.79 -1.73
C 5.96 -0.40 -3.06
H 2.19 2.37 0.09
H 2.91 2.79 -1.43
H 3.57 3.46 0.05
H 5.72 2.10 -0.10
H 5.37 2.01 -1.82
H 6.22 -0.22 0.12
H 7.05 0.49 -1.09
H 7.01 -0.32 -3.31
H 5.28 0.38 -3.38
H 5.55 -1.25 -3.61
*
```

Results of the natural (NBO) charge analysis, in e, for atoms 1 through 5:
1. C -0.25
2. O -0.55
3. C -0.09
4. C -0.07
5. O -0.53

=====

two.
Computed, not measured: a 6-piece molecular cluster, C12H30O6 overall, with ωB97M-V/def2-TZVPD.

The HOMO-LUMO gap comes out at 9.82 eV. The LUMO energy comes out at 0.13 eV.

```
! RIJCOSX wB97M-V def2-TZVPD def2/J DEFGRID3
* xyz 0 1
C 0.86 5.06 3.45
C 2.26 5.49 3.64
C 2.95 5.97 2.37
O 2.75 5.68 4.74
H 0.99 4.43 2.57
H 0.24 5.90 3.15
H 0.42 4.57 4.33
H 2.29 6.46 1.66
H 3.53 5.14 1.97
H 3.62 6.72 2.79
C -4.21 -2.20 5.50
C -3.45 -2.12 4.23
C -3.40 -0.80 3.60
O -3.01 -3.12 3.68
H -5.19 -1.78 5.29
H -3.64 -1.62 6.22
H -4.37 -3.24 5.79
H -2.45 -0.67 3.08
H -3.53 -0.03 4.36
H -4.13 -0.83 2.79
C 1.14 1.13 -0.88
C 2.18 -0.02 -0.71
C 1.70 -1.48 -1.04
O 3.36 0.21 -0.51
H 0.77 1.22 -1.90
H 1.50 2.13 -0.64
H 0.25 0.91 -0.29
H 1.45 -1.55 -2.09
H 0.86 -1.78 -0.42
H 2.48 -2.15 -0.67
C -2.89 -2.80 -4.03
O -3.50 -3.11 -5.25
H -2.75 -1.74 -3.83
H -3.41 -3.22 -3.17
H -1.86 -3.15 -3.93
H -2.91 -3.52 -5.89
C -1.08 3.49 -4.92
O -0.70 4.70 -5.61
H -1.59 3.88 -4.05
H -1.77 2.85 -5.48
H -0.09 3.12 -4.67
H 0.03 5.15 -5.18
C 4.32 -7.06 -1.47
O 3.17 -7.14 -2.31
H 4.37 -7.78 -0.65
H 5.14 -7.13 -2.18
H 4.42 -6.09 -0.99
H 2.85 -8.04 -2.43
*
```

Results of the natural (NBO) charge analysis, in e, for atoms 1 through 5:
1. C -0.72
2. C 0.59
3. C -0.73
4. O -0.54
5. H 0.22

=====

Least stable structure: one

=====

one.
Computed, not measured: one molecule with the formula C5H4S, with ωB97M-V/def2-TZVPD.

The HOMO-LUMO gap comes out at 7.40 eV. The LUMO energy comes out at -1.48 eV.

```
! RIJCOSX wB97M-V def2-TZVPD def2/J DEFGRID3
* xyz 0 1
S 2.82 -0.03 -0.09
C 1.16 0.00 0.01
C 0.15 -1.27 0.09
C -1.04 -0.70 -0.15
C -0.95 0.76 -0.04
C 0.32 1.13 0.04
H 0.54 -2.30 0.20
H -1.87 -1.34 -0.23
H -1.67 1.55 0.03
H 0.55 2.20 0.15
*
```

Results of the natural (NBO) charge analysis, in e, for atoms 1 through 5:
1. S 0.09
2. C -0.11
3. C -0.21
4. C -0.23
5. C -0.14

=====

two.
Computed, not measured: one molecule with the formula C5H4S, with ωB97M-V/def2-TZVPD.

The HOMO-LUMO gap comes out at 9.72 eV. The LUMO energy comes out at 0.61 eV.

```
! RIJCOSX wB97M-V def2-TZVPD def2/J DEFGRID3
* xyz 0 1
C 3.35 -0.67 -0.06
C 2.23 -0.24 -0.26
C 0.97 0.15 -0.24
C -0.22 0.39 -0.04
C -1.64 0.75 -0.06
S -2.72 -0.77 -0.22
H 4.32 -1.02 0.05
H -1.97 1.37 0.79
H -1.94 1.38 -0.90
H -2.38 -1.34 0.94
*
```

Results of the natural (NBO) charge analysis, in e, for atoms 1 through 5:
1. C -0.14
2. C -0.09
3. C -0.10
4. C 0.08
5. C -0.59

=====

Least stable structure: two

=====

one.
Computed, not measured: one molecule with the formula C21H27N3O5S, with ωB97M-V/def2-TZVPD.

The HOMO-LUMO gap comes out at 8.27 eV. The LUMO energy comes out at 0.45 eV.

```
! RIJCOSX wB97M-V def2-TZVPD def2/J DEFGRID3
* xyz 0 1
C -5.03 -2.86 0.48
O -4.49 -1.65 -0.02
C -4.59 -0.58 0.79
O -5.14 -0.65 1.87
C -3.97 0.61 0.20
C -4.03 1.84 0.76
C -4.70 2.20 2.04
N -3.43 2.90 0.13
C -2.91 2.85 -1.14
S -2.34 4.22 -1.85
N -2.95 1.66 -1.75
C -3.18 0.39 -1.08
C -1.87 -0.30 -0.76
C -0.87 0.37 -0.08
C 0.33 -0.26 0.21
C 0.54 -1.58 -0.17
O 1.66 -2.31 0.09
C 2.81 -1.64 0.55
C 3.34 -0.65 -0.51
O 2.78 -0.52 -1.58
N 4.46 0.02 -0.19
C 5.17 0.00 1.07
C 5.01 1.35 1.78
C 5.52 2.47 0.88
C 4.80 2.43 -0.47
C 4.96 1.04 -1.10
C -0.48 -2.27 -0.85
O -0.20 -3.56 -1.17
C -1.16 -4.30 -1.88
C -1.66 -1.62 -1.15
H -6.05 -2.70 0.84
H -4.43 -3.23 1.31
H -5.03 -3.57 -0.34
H -5.46 2.96 1.86
H -3.97 2.62 2.73
H -5.16 1.33 2.49
H -3.48 3.82 0.55
H -2.49 1.62 -2.65
H -3.76 -0.24 -1.76
H -1.01 1.39 0.23
H 1.10 0.29 0.72
H 3.55 -2.43 0.71
H 2.62 -1.12 1.50
H 4.82 -0.81 1.70
H 6.23 -0.17 0.86
H 5.56 1.34 2.72
H 3.95 1.52 2.01
H 5.36 3.44 1.36
H 6.59 2.35 0.72
H 5.20 3.18 -1.14
H 3.74 2.63 -0.32
H 4.38 0.97 -2.02
H 6.01 0.84 -1.31
H -0.73 -5.29 -2.02
H -2.10 -4.39 -1.31
H -1.37 -3.85 -2.86
H -2.45 -2.13 -1.69
*
```

Results of the natural (NBO) charge analysis, in e, for atoms 1 through 5:
1. C -0.26
2. O -0.52
3. C 0.79
4. O -0.62
5. C -0.24

=====

two.
Computed, not measured: a 2-piece molecular cluster, C21H27N3O5S overall, with ωB97M-V/def2-TZVPD.

The HOMO-LUMO gap comes out at 8.82 eV. The LUMO energy comes out at -0.57 eV.

```
! RIJCOSX wB97M-V def2-TZVPD def2/J DEFGRID3
* xyz 0 1
N 2.58 0.03 4.92
S 2.26 -1.02 3.69
O 2.66 -2.33 4.19
O 3.07 -0.52 2.57
C 0.48 -0.84 3.42
C -0.41 -1.00 4.49
C -1.79 -0.92 4.27
C -2.32 -0.67 2.99
C -3.78 -0.62 2.77
C -4.34 -0.99 1.54
C -5.72 -0.99 1.34
C -6.58 -0.63 2.39
C -6.05 -0.25 3.63
C -6.93 0.11 4.76
O -8.15 0.01 4.70
C -4.66 -0.24 3.81
C -1.41 -0.49 1.93
C -0.03 -0.58 2.14
H 3.47 -0.26 5.28
H 2.64 0.94 4.49
H -0.03 -1.22 5.48
H -2.44 -1.09 5.12
H -3.71 -1.32 0.72
H -6.14 -1.28 0.39
H -7.65 -0.64 2.23
H -6.48 0.45 5.68
H -4.26 0.07 4.77
H -1.77 -0.28 0.93
H 0.65 -0.47 1.30
C 2.08 1.26 -6.97
N 2.46 1.06 -5.58
C 1.64 0.61 -4.62
O 0.47 0.34 -4.88
C 2.19 0.49 -3.18
N 3.47 1.23 -3.03
C 4.71 0.79 -3.24
C 4.95 -0.67 -3.57
O 5.64 1.57 -3.19
C 1.15 0.92 -2.11
C 0.11 -0.18 -1.83
C 1.78 1.25 -0.74
H 1.58 0.37 -7.35
H 2.96 1.47 -7.58
H 1.38 2.10 -7.05
H 3.40 1.31 -5.30
H 2.39 -0.57 -3.02
H 3.41 2.21 -2.79
H 4.62 -1.28 -2.73
H 4.41 -0.94 -4.47
H 6.02 -0.82 -3.72
H 0.64 1.81 -2.46
H -0.61 0.18 -1.10
H -0.44 -0.43 -2.74
H 0.60 -1.08 -1.45
H 1.00 1.52 -0.03
H 2.34 0.40 -0.36
H 2.45 2.11 -0.82
*
```

Results of the natural (NBO) charge analysis, in e, for atoms 1 through 5:
1. N -1.05
2. S 2.24
3. O -0.92
4. O -0.95
5. C -0.36

=====

Least stable structure: two

=====

one.
Computed, not measured: a 3-piece molecular cluster, C3H5NO4 overall, with ωB97M-V/def2-TZVPD.

The HOMO-LUMO gap comes out at 9.76 eV. The LUMO energy comes out at -0.55 eV.

```
! RIJCOSX wB97M-V def2-TZVPD def2/J DEFGRID3
* xyz 0 1
C 0.74 -0.93 -0.26
C 1.57 -0.10 -0.34
N 2.57 0.94 -0.17
O 3.12 1.31 -1.17
O 2.69 1.29 1.00
H 0.09 -1.81 -0.42
C -5.14 1.88 -0.07
O -6.29 1.55 -0.12
H -4.30 1.30 -0.62
H -4.80 2.82 0.40
O 3.22 -2.33 0.53
H 2.63 -3.06 0.28
H 3.91 -2.85 0.95
*
```

Results of the natural (NBO) charge analysis, in e, for atoms 1 through 5:
1. C -0.18
2. C 0.06
3. N 0.51
4. O -0.31
5. O -0.33

=====

two.
Computed, not measured: one molecule with the formula C3H5NO4, with ωB97M-V/def2-TZVPD.

The HOMO-LUMO gap comes out at 10.44 eV. The LUMO energy comes out at -0.03 eV.

```
! RIJCOSX wB97M-V def2-TZVPD def2/J DEFGRID3
* xyz 0 1
O -1.67 -1.79 0.53
C -1.51 -0.62 0.33
O -2.51 0.28 0.53
C -0.20 -0.11 -0.27
C 1.06 -0.86 -0.10
O 1.78 -0.05 0.81
N -0.23 1.16 -0.52
O 1.06 1.52 -1.11
H -2.98 -0.24 1.43
H 1.60 -0.85 -1.07
H 0.81 -1.84 0.35
H 1.72 0.93 0.62
H 1.07 2.46 -1.53
*
```

Results of the natural (NBO) charge analysis, in e, for atoms 1 through 5:
1. O -0.57
2. C 0.75
3. O -0.66
4. C 0.09
5. C -0.13

=====

Least stable structure: one